Record 1
{
  "formula": "C4H15NO2",
  "method": "ωB97M-V/def2-TZVPD",
  "e_tot_ha": -366.5604,
  "lumo_ev": [3.348, 3.401],
  "charge": -1,
  "de_lowest_kcal_mol": 18.91,
  "spin_multiplicity": 2,
  "elements": ["C", "C", "C", "C", "N", "H", "H", "H", "H", "H", "H", "H", "H", "H", "H", "H", "H", "H", "O", "H", "H", "O"],
  "xyz": [[-0.09205, -3.00583, 0.57078], [0.52557, -2.14137, -0.57047], [-0.31184, -0.89039, -0.85663], [1.95256, -1.71513, -0.12687], [-0.26286, -2.29633, 1.86553], [0.64481, -3.79454, 0.73060], [-1.06568, -3.31813, 0.19362], [0.59499, -2.75098, -1.46487], [-1.08174, -1.10465, -1.60159], [0.23340, -0.06253, -1.30698], [-0.90887, -0.59673, -0.01244], [2.68972, -2.49037, -0.35551], [2.32264, -0.88688, -0.73946], [1.96639, -1.40448, 0.91346], [0.06243, -1.33856, 1.71706], [-1.25662, -2.09499, 1.99095], [1.68380, 5.99984, -1.20388], [1.54766, 7.22351, -0.34251], [1.04752, 6.70063, -0.98038], [-3.27488, 3.28596, 1.28912], [-3.92145, 3.49682, -0.05584], [-3.09550, 3.18512, 0.34632]],
  "atomic_forces_ev_per_a": [[0.4, 0.9, -0.5], [0.6, 1.0, 1.3], [-0.6, -0.7, -1.0], [0.0, -0.1, -1.2], [-0.5, 0.7, -0.6], [-0.5, -0.5, -0.1], [0.1, -0.6, 0.2], [0.0, -0.2, -0.2], [-0.1, -0.2, -0.1], [0.2, 0.1, 0.4], [0.1, 0.6, 0.5], [-0.1, -0.3, 0.6], [-0.3, 0.2, 0.2], [0.2, -0.1, 0.1], [0.3, -0.2, 0.3], [0.1, -0.4, 0.1], [-0.5, 0.1, 0.0], [-0.2, 0.1, 0.0], [0.7, -0.2, 0.0], [0.1, -0.1, 0.3], [0.0, 0.0, -0.1], [0.0, 0.0, -0.2]],
  "mulliken_spin": [0.29, -0.42, 1.06, 0.28, 0.00, 0.01, 0.00, -0.16, -0.05, -0.13, -0.23, 0.01, -0.04, -0.03, -0.03, -0.21, -0.12, -0.07, 0.32, -0.51, -0.43, 1.44]
}



Record 2
{
  "formula": "C4H15NO2",
  "method": "ωB97M-V/def2-TZVPD",
  "e_tot_ha": -366.6337,
  "lumo_ev": 0.830,
  "charge": 0,
  "smiles": "CCCCN.O.O",
  "de_lowest_kcal_mol": 10.98,
  "elements": ["C", "C", "C", "C", "N", "H", "H", "H", "H", "H", "H", "H", "H", "H", "H", "H", "O", "H", "H", "O", "H", "H"],
  "xyz": [[1.09327, 1.39198, 0.94204], [-0.22510, 1.72837, 0.24341], [-1.43472, 0.89265, 0.68552], [-1.21633, -0.59583, 0.88711], [-1.14217, -1.41262, -0.32220], [1.87486, 2.03045, 0.52292], [1.48763, 0.39248, 0.76541], [1.03322, 1.57246, 2.02030], [-0.40153, 2.78668, 0.49013], [-0.11170, 1.72056, -0.83760], [-1.87974, 1.33724, 1.59392], [-2.25163, 1.03718, -0.03806], [-1.99924, -1.00398, 1.52222], [-0.32182, -0.77486, 1.47356], [-0.63774, -0.97058, -1.07494], [-2.05786, -1.63825, -0.67325], [0.91670, -0.08955, -2.20704], [1.33833, -0.86178, -1.79849], [1.06929, -0.16080, -3.15794], [1.79148, -2.37164, -0.67039], [2.22860, -2.72702, 0.10636], [0.84620, -2.28313, -0.47299]],
  "atomic_forces_ev_per_a": [[0.3, 0.2, -0.4], [0.1, 0.3, 0.4], [-0.8, 0.7, 0.1], [0.0, -0.1, 0.1], [0.3, -0.4, 0.1], [0.0, 0.2, 0.2], [-0.3, -0.3, 0.0], [0.0, -0.1, -0.1], [-0.3, -0.2, -0.1], [0.1, -0.3, 0.0], [0.5, -0.3, 0.0], [0.2, -0.2, -0.1], [-0.3, 0.0, -0.1], [0.4, 0.1, 0.1], [0.0, 0.5, -0.1], [-0.2, 0.0, 0.0], [-0.1, 0.0, -0.2], [0.4, 0.1, -0.2], [0.0, -0.1, 0.3], [0.0, 0.2, -0.4], [-0.1, 0.1, 0.1], [-0.2, -0.3, 0.4]],
  "lowdin_charge": [-0.12, -0.26, -0.21, -0.29, 0.00, 0.07, 0.05, 0.08, 0.10, 0.08, 0.11, 0.11, 0.11, 0.09, 0.03, 0.07, -0.06, 0.00, 0.05, -0.06, 0.05, 0.01]
}



Record 3
{
  "formula": "C4H15NO2",
  "method": "ωB97M-V/def2-TZVPD",
  "e_tot_ha": -366.6023,
  "lumo_ev": 0.582,
  "charge": 0,
  "smiles": "CCN(C)C.O.O",
  "de_lowest_kcal_mol": 30.67,
  "elements": ["C", "C", "N", "C", "C", "H", "H", "H", "H", "H", "H", "H", "H", "H", "H", "H", "O", "H", "H", "O", "H", "H"],
  "xyz": [[1.27550, -0.67418, 2.15023], [0.95905, 0.57068, 1.34561], [-0.46673, 0.66689, 0.96414], [-0.64053, 1.72557, -0.01055], [-1.27244, 0.87371, 2.16966], [1.10134, -1.53535, 1.50279], [0.64311, -0.89255, 2.99515], [2.31127, -0.66165, 2.48185], [1.26324, 1.43761, 1.96525], [1.51370, 0.69873, 0.42544], [-1.06532, 2.63422, 0.43728], [0.23810, 1.95951, -0.60984], [-1.43411, 1.46339, -0.72005], [-2.24566, 1.28721, 1.89910], [-0.77243, 1.68493, 2.72140], [-1.39250, 0.01214, 2.79453], [1.27998, -0.76945, -5.61440], [0.43886, -0.53295, -6.02676], [1.04609, -1.53091, -5.07387], [-1.15371, -2.03899, -0.01726], [-0.53856, -2.33540, -0.69270], [-0.91190, -1.11613, 0.20228]],
  "atomic_forces_ev_per_a": [[0.2, -0.7, -1.2], [-0.6, 0.7, 0.8], [1.0, -0.7, 0.3], [-1.6, 0.4, -0.4], [0.1, 1.6, -0.7], [0.3, -0.2, 0.0], [-0.3, 0.6, 0.4], [0.0, -0.1, 0.0], [-0.3, 0.1, -0.1], [0.4, -0.6, -0.1], [0.6, 0.2, 0.2], [0.1, -0.1, 0.3], [0.1, -0.3, -0.1], [-0.1, -0.4, -0.1], [-0.2, -0.1, 0.4], [0.0, -0.5, 0.1], [-0.4, -0.1, 0.0], [0.2, 0.1, 0.0], [0.1, 0.0, 0.0], [-0.1, 0.0, 0.0], [0.0, 0.1, 0.0], [0.1, 0.0, 0.0]],
  "lowdin_charge": [-0.08, -0.27, -0.30, -0.10, -0.09, 0.07, 0.06, 0.07, 0.11, 0.10, 0.08, 0.08, 0.08, 0.09, 0.09, 0.07, -0.06, 0.03, 0.03, -0.08, 0.02, -0.01]
}



Record 4
{
  "formula": "C4H15NO2PS2",
  "method": "ωB97M-V/def2-TZVPD",
  "e_tot_ha": -1504.0792,
  "lumo_ev": -4.566,
  "charge": 1,
  "de_lowest_kcal_mol": 16.09,
  "elements": ["O", "P", "S", "S", "H", "H", "H", "H", "C", "C", "C", "O", "C", "N", "H", "H", "H", "H", "H", "H", "H", "H", "H", "H", "H"],
  "xyz": [[1.12536, -5.55646, -0.11100], [1.40586, -3.94252, 0.00036], [3.43221, -3.39731, -0.08537], [0.24677, -2.95224, -1.44185], [1.90503, -6.02660, -0.42916], [0.87708, -3.53265, 1.25737], [3.82613, -3.45420, -1.39758], [0.88886, -2.96554, -2.65231], [-1.22463, 2.69981, 1.63842], [-1.62469, 2.65444, 0.16724], [-1.50903, 1.25267, -0.45850], [-0.17856, 0.85197, -0.76692], [0.54962, 0.32912, 0.32397], [-0.83835, 3.64818, -0.56971], [-0.14338, 2.66712, 1.77726], [-1.57483, 3.62582, 2.09458], [-1.66777, 1.86891, 2.19313], [-2.67758, 2.94465, 0.10906], [-2.03612, 1.26710, -1.41569], [-2.00506, 0.49453, 0.16123], [-0.09007, -0.23617, 1.01054], [1.06551, 1.12757, 0.85992], [1.31204, -0.34334, -0.07793], [-1.17220, 3.68856, -1.52907], [0.10780, 3.28657, -0.65800]],
  "atomic_forces_ev_per_a": [[0.5, 2.4, 0.5], [0.1, -1.2, -2.4], [-0.1, -0.2, 0.7], [-0.5, 0.2, 0.6], [0.2, -0.4, -0.1], [0.3, -0.1, -0.6], [-1.0, -0.2, 0.3], [0.4, -0.4, 0.9], [-0.1, 0.0, 0.2], [0.4, -0.1, 0.1], [-0.3, 0.2, -0.2], [-0.1, -0.3, 0.2], [0.2, 0.2, -0.2], [-0.1, -0.3, -0.2], [0.0, 0.0, -0.1], [0.0, 0.0, -0.1], [0.0, 0.0, 0.0], [0.0, -0.1, -0.1], [0.1, 0.0, 0.0], [0.1, 0.0, 0.1], [0.0, 0.1, 0.1], [0.0, -0.1, 0.2], [0.0, 0.0, -0.1], [-0.1, 0.2, 0.0], [0.0, 0.1, 0.1]],
  "lowdin_charge": [-0.27, 0.30, 0.52, 0.54, 0.08, 0.06, -0.10, -0.10, -0.07, -0.43, -0.20, -0.20, -0.14, 0.04, 0.06, 0.08, 0.08, 0.14, 0.12, 0.12, 0.09, 0.08, 0.05, 0.08, 0.07]
}



Record 5
{
  "formula": "C4H15NO2S",
  "method": "ωB97M-V/def2-TZVPD",
  "e_tot_ha": -764.7722,
  "lumo_ev": [2.996, 3.118],
  "charge": -1,
  "de_lowest_kcal_mol": 3.97,
  "spin_multiplicity": 2,
  "elements": ["C", "C", "C", "C", "S", "N", "H", "H", "H", "H", "H", "H", "H", "H", "H", "H", "H", "H", "H", "O", "H", "H", "O"],
  "xyz": [[0.58756, 3.08473, -0.73389], [0.01507, 1.71148, -0.52257], [-1.34870, 1.57407, -1.18068], [-1.86691, 0.15947, -1.40859], [-3.20595, -0.30900, -0.25850], [0.06657, 1.39942, 0.89379], [1.61069, 3.14007, -0.33962], [-0.00261, 3.88230, -0.27761], [0.78222, 3.40631, -1.75041], [0.74414, 1.02820, -0.96496], [-2.04859, 2.19916, -0.62691], [-1.31191, 2.09769, -2.14183], [-2.29145, 0.03525, -2.38904], [-1.00521, -0.51790, -1.38005], [-2.86540, -1.60451, -0.15940], [0.08866, 0.39992, 1.06651], [-0.55872, 1.88205, 1.52223], [0.03990, -5.20275, 3.43669], [0.54636, -5.79863, 2.05916], [0.59522, -5.86626, 3.01709], [3.34673, -1.92248, 1.22983], [4.12287, -2.85818, 0.43431], [3.95948, -1.92042, 0.47443]],
  "atomic_forces_ev_per_a": [[1.1, 1.1, 0.1], [0.2, -0.1, 0.3], [-0.3, 0.6, -0.6], [0.2, -0.1, 0.2], [0.4, -0.1, 0.2], [0.6, -0.5, 0.2], [-0.3, -0.1, 0.5], [-0.1, -0.1, 0.2], [-0.6, -0.3, -0.7], [-0.2, -0.2, -0.3], [-0.2, -0.1, 0.3], [0.2, -0.2, -0.2], [0.0, 0.2, -0.5], [-0.3, -0.2, 0.4], [-0.1, -0.1, 0.1], [-0.3, 0.2, 0.2], [-0.3, -0.1, -0.3], [-0.2, 0.3, -0.5], [-0.3, 0.6, -0.1], [0.5, -0.8, 0.6], [-0.1, 0.5, -0.2], [0.3, -0.7, -0.4], [-0.3, 0.2, 0.6]],
  "mulliken_spin": [0.01, 0.04, 0.06, 0.57, 0.14, 0.18, -0.01, 0.01, 0.00, -0.09, -0.03, -0.04, -0.06, -0.23, -0.08, -0.01, -0.07, -0.25, -0.27, 0.93, -0.08, -0.13, 0.41]
}



Record 6
{
  "formula": "C4H15NO2S",
  "method": "ωB97M-V/def2-TZVPD",
  "e_tot_ha": -764.7995,
  "lumo_ev": 0.574,
  "charge": 0,
  "smiles": "CCNCCS.O.O",
  "de_lowest_kcal_mol": 14.31,
  "elements": ["C", "C", "N", "C", "C", "S", "H", "H", "H", "H", "H", "H", "H", "H", "H", "H", "H", "O", "H", "H", "O", "H", "H"],
  "xyz": [[-1.09313, -2.20914, 1.48264], [-1.51892, -0.83473, 1.05108], [-0.32028, -0.00666, 0.82432], [-0.52666, 1.45338, 0.75593], [0.28581, 2.09869, -0.35855], [-0.22665, 1.63894, -2.03358], [-1.82976, -2.78302, 2.02540], [-0.32279, -2.16015, 2.25821], [-0.63900, -2.81523, 0.70401], [-2.05874, -0.92236, 0.10083], [-2.14470, -0.28544, 1.75408], [0.11293, -0.35533, -0.03241], [-1.58586, 1.69627, 0.67096], [-0.08362, 1.81935, 1.68504], [1.34095, 1.90613, -0.17217], [0.11190, 3.17253, -0.24911], [0.56317, 0.56153, -2.10204], [0.89387, -2.76557, -1.87455], [0.73691, -3.26658, -2.68102], [0.61310, -3.35691, -1.17727], [2.20434, -0.47425, 2.20295], [1.79504, -0.51743, 3.07453], [1.42311, -0.28348, 1.64373]],
  "atomic_forces_ev_per_a": [[0.7, -0.4, 1.5], [0.5, 0.5, -0.8], [0.2, -0.2, -0.5], [0.7, -1.0, 0.0], [-0.6, 0.4, 0.6], [0.2, -0.1, 0.1], [-0.8, -0.2, -0.5], [0.2, 0.4, -0.2], [-0.3, 0.0, -0.3], [-0.4, 0.1, 0.1], [-0.1, -0.4, 0.2], [-0.2, 0.3, 0.1], [0.0, 0.1, 0.0], [-0.5, 0.5, 0.1], [0.1, 0.0, -0.3], [0.2, 0.0, -0.3], [-0.1, -0.1, -0.2], [0.0, 0.2, -0.2], [0.0, 0.1, -0.1], [0.0, -0.2, 0.3], [-0.3, 0.1, 0.0], [0.2, 0.0, 0.0], [0.0, -0.1, 0.1]],
  "lowdin_charge": [-0.09, -0.26, -0.13, -0.30, -0.56, 0.71, 0.07, 0.07, 0.06, 0.11, 0.11, 0.09, 0.11, 0.11, 0.08, 0.07, -0.16, -0.05, 0.04, 0.02, -0.09, 0.02, -0.02]
}